ORCA calculation (ωB97M-V/def2-TZVPD) on C3H7N3O2 as an isolated structure at a distorted geometry.

Properties
gap between HOMO and LUMO	9.8	eV
highest occupied orbital energy	-9.43	eV
total charge	0
energy	-11784.624	eV
relative energy (zero: lowest compared OMol25 entry of this formula, charge and spin)	154.3	kcal per mole

Atoms and positions in Å:
1 C 1.2069 -0.7942 1.4809
2 C 0.8682 -0.7944 -0.0764
3 C -1.8037 0.9246 -1.7503
4 H 1.4583 1.2962 1.5666
5 H -0.2020 0.5150 1.8114
6 H 2.4079 -1.4158 1.7461
7 H 0.3006 -1.7670 1.8830
8 H -0.4054 1.0742 -0.0189
9 H -0.4745 -0.5124 -2.5362
10 H -2.4380 1.0546 -2.7769
11 N 0.9778 0.4100 2.1369
12 N -0.1979 0.0972 -0.4277
13 N -1.0010 -0.0973 -1.5883
14 O 1.1027 -1.8495 -0.5989
15 O -1.7997 1.8589 -0.8514

Atom charges from the Löwdin analysis, given in e for atoms 1 to 2: -0.338, -0.474